# 1
DFT (wB97M-V/def2-TZVPD) results for a cluster of 3 separate species, C16H47FN7O4P3S in total in a non-equilibrium geometry.

Its charge is 0. Its structure (SMILES) is CN(C)P(=O)(N(C)C)N(C)C.CN(C)P(=O)(N(C)C)N(C)C.CCP(C)N(C)S(=O)(=O)F.

Element x y z (Å)
1 C -1.799 7.304 -1.330
2 N -0.831 6.394 -0.766
3 C -0.369 6.813 0.549
4 P -0.354 4.811 -1.256
5 O -1.047 3.970 -0.218
6 N -1.179 4.198 -2.666
7 C -2.474 4.724 -3.083
8 C -1.226 2.739 -2.659
9 N 0.966 5.326 -2.257
10 C 2.292 5.251 -1.642
11 C 0.870 6.363 -3.237
12 H -1.385 8.319 -1.386
13 H -2.716 7.357 -0.726
14 H -2.099 7.041 -2.338
15 H 0.557 7.398 0.475
16 H -0.176 5.956 1.197
17 H -1.118 7.425 1.056
18 H -3.155 4.911 -2.243
19 H -2.967 4.028 -3.762
20 H -2.360 5.645 -3.660
21 H -2.025 2.359 -2.015
22 H -0.281 2.322 -2.300
23 H -1.380 2.358 -3.670
24 H 2.507 6.123 -1.006
25 H 3.071 5.183 -2.404
26 H 2.373 4.355 -1.022
27 H 1.009 7.364 -2.802
28 H -0.076 6.341 -3.775
29 H 1.650 6.211 -3.988
30 C 1.585 -6.159 2.624
31 N 2.124 -5.069 1.847
32 C 1.897 -5.234 0.420
33 P 2.731 -3.528 2.335
34 O 1.593 -2.635 1.925
35 N 2.681 -3.229 4.053
36 C 1.772 -3.960 4.927
37 C 2.593 -1.799 4.345
38 N 4.387 -4.026 2.472
39 C 5.239 -3.708 1.327
40 C 4.814 -5.200 3.170
41 H 2.004 -7.116 2.287
42 H 0.491 -6.231 2.531
43 H 1.807 -6.085 3.683
44 H 2.759 -5.710 -0.066
45 H 1.723 -4.274 -0.071
46 H 1.015 -5.849 0.227
47 H 0.773 -4.099 4.492
48 H 1.650 -3.435 5.875
49 H 2.180 -4.937 5.197
50 H 1.571 -1.418 4.243
51 H 3.229 -1.224 3.668
52 H 2.943 -1.604 5.360
53 H 5.142 -4.447 0.516
54 H 6.289 -3.662 1.624
55 H 4.980 -2.727 0.920
56 H 4.753 -6.103 2.545
57 H 4.251 -5.367 4.087
58 H 5.856 -5.069 3.473
59 C -0.593 -1.508 -0.899
60 C -1.640 -2.153 -1.823
61 P -3.194 -1.148 -2.009
62 C -3.286 0.081 -0.645
63 N -4.470 -2.359 -1.824
64 C -4.810 -2.723 -0.427
65 S -5.837 -2.045 -2.704
66 O -6.300 -3.281 -3.222
67 O -6.792 -1.273 -1.993
68 F -5.306 -1.251 -3.917
69 H -0.900 -1.681 0.129
70 H -0.525 -0.445 -1.123
71 H 0.365 -1.989 -1.080
72 H -1.939 -3.133 -1.442
73 H -1.290 -2.317 -2.840
74 H -4.117 0.758 -0.840
75 H -2.381 0.683 -0.598
76 H -3.450 -0.343 0.350
77 H -4.023 -2.411 0.252
78 H -5.768 -2.334 -0.087
79 H -4.855 -3.811 -0.360

Forces on atoms 1 to 6 (eV/Å):
C -0.1 0.2 -0.2
N -0.2 -0.1 -0.1
C 0.3 -0.3 0.0
P -5.0 2.6 -3.1
O 3.4 -0.7 0.8
N -0.4 0.5 -0.6

# 2
DFT (wB97M-V/def2-TZVPD) results for a cluster of 11 separate species, C22H66O11 in total in a non-equilibrium geometry.

Its charge is 0. Its structure (SMILES) is CCO.CCO.CCO.CCO.CCO.CCO.CCO.CCO.CCO.CCO.CCO.

Element x y z (Å)
1 C -0.281 -5.263 1.780
2 C -1.570 -4.745 1.181
3 O -2.188 -3.722 1.995
4 H -0.342 -5.503 2.842
5 H 0.562 -4.579 1.678
6 H 0.027 -6.196 1.307
7 H -2.339 -5.513 1.056
8 H -1.504 -4.332 0.172
9 H -2.951 -3.422 1.494
10 C -4.701 2.528 1.239
11 C -6.055 2.928 0.773
12 O -6.895 1.785 0.581
13 H -4.737 1.925 2.148
14 H -4.071 3.394 1.450
15 H -4.189 1.908 0.503
16 H -5.952 3.416 -0.197
17 H -6.586 3.618 1.430
18 H -7.462 1.651 1.343
19 C -1.152 0.111 0.758
20 C -0.506 -1.189 0.209
21 O 0.461 -0.749 -0.709
22 H -1.630 0.668 -0.048
23 H -0.470 0.736 1.334
24 H -1.944 -0.170 1.458
25 H -1.215 -1.837 -0.308
26 H 0.004 -1.758 0.987
27 H 0.031 -0.581 -1.557
28 C 2.460 -1.287 2.972
29 C 1.586 -2.226 3.815
30 O 2.243 -2.405 5.054
31 H 2.742 -0.421 3.572
32 H 1.882 -0.891 2.136
33 H 3.355 -1.817 2.650
34 H 1.394 -3.166 3.294
35 H 0.587 -1.849 4.050
36 H 2.023 -3.262 5.429
37 C 3.582 2.740 -2.010
38 C 2.533 1.604 -1.851
39 O 2.353 1.290 -0.461
40 H 4.462 2.485 -1.418
41 H 3.175 3.669 -1.609
42 H 3.882 2.926 -3.040
43 H 2.848 0.768 -2.479
44 H 1.588 1.930 -2.292
45 H 1.806 0.491 -0.451
46 C 1.708 -3.397 -3.530
47 C 2.590 -2.165 -3.765
48 O 2.873 -2.089 -5.164
49 H 1.477 -3.489 -2.468
50 H 2.146 -4.340 -3.857
51 H 0.765 -3.335 -4.075
52 H 3.540 -2.288 -3.242
53 H 2.144 -1.211 -3.479
54 H 3.590 -1.451 -5.218
55 C -0.278 1.059 4.706
56 C 0.119 0.510 6.056
57 O -1.032 0.506 6.925
58 H 0.573 1.271 4.055
59 H -0.827 2.001 4.753
60 H -0.887 0.398 4.088
61 H 0.923 1.050 6.558
62 H 0.467 -0.522 5.980
63 H -0.733 0.081 7.733
64 C -1.496 4.428 -3.369
65 C -2.601 3.507 -2.793
66 O -2.085 2.672 -1.769
67 H -1.884 5.155 -4.083
68 H -0.759 3.823 -3.897
69 H -1.043 4.992 -2.554
70 H -2.974 2.835 -3.565
71 H -3.416 4.069 -2.335
72 H -1.760 3.237 -1.054
73 C 3.889 -2.529 -0.231
74 C 4.084 -3.923 0.403
75 O 3.732 -4.930 -0.520
76 H 4.306 -2.369 -1.222
77 H 4.142 -1.721 0.459
78 H 2.818 -2.310 -0.252
79 H 3.486 -3.936 1.315
80 H 5.106 -4.089 0.754
81 H 4.439 -4.973 -1.168
82 C -1.145 -0.878 -4.986
83 C -1.462 0.408 -4.229
84 O -0.954 0.343 -2.918
85 H -1.276 -1.743 -4.337
86 H -0.132 -0.834 -5.388
87 H -1.773 -0.935 -5.876
88 H -2.534 0.513 -4.041
89 H -1.094 1.304 -4.734
90 H -1.391 1.040 -2.407
91 C 0.735 4.228 0.541
92 C -0.696 4.075 1.011
93 O -1.605 4.701 0.075
94 H 0.934 3.688 -0.384
95 H 1.426 3.908 1.321
96 H 1.034 5.261 0.352
97 H -0.777 4.599 1.964
98 H -0.906 3.009 1.104
99 H -2.371 5.096 0.497

Forces on atoms 1 to 6 (eV/Å):
C 0.3 -0.1 0.0
C -1.2 0.4 0.0
O 0.6 -0.1 0.1
H -0.5 0.2 0.0
H -0.2 0.2 -0.2
H -0.1 0.0 -0.2

# 3
DFT (wB97M-V/def2-TZVPD) results for a cluster of 2 separate species, C16H17N in total in a non-equilibrium geometry.

Its charge is 0. Its structure (SMILES) is Cc1c[nH]c2ccccc12.Cc1ccccc1.

Element x y z (Å)
1 C 0.831 -2.819 -0.223
2 C 1.221 -1.421 -0.528
3 C 2.360 -0.775 -0.158
4 N 2.508 0.437 -0.793
5 C 1.389 0.629 -1.560
6 C 0.942 1.751 -2.312
7 C -0.016 1.454 -3.253
8 C -0.868 0.347 -3.174
9 C -0.651 -0.561 -2.165
10 C 0.548 -0.478 -1.424
11 H 0.581 -2.907 0.835
12 H 1.497 -3.634 -0.546
13 H -0.080 -3.120 -0.746
14 H 3.081 -1.074 0.583
15 H 3.246 1.079 -0.582
16 H 1.457 2.704 -2.359
17 H -0.139 2.215 -4.041
18 H -1.680 0.290 -3.903
19 H -1.231 -1.471 -2.139
20 C -2.990 0.648 0.965
21 C -1.665 0.585 1.652
22 C -0.779 1.675 1.636
23 C 0.515 1.507 2.088
24 C 0.931 0.296 2.651
25 C -0.030 -0.704 2.858
26 C -1.308 -0.522 2.391
27 H -2.931 0.142 -0.013
28 H -3.293 1.691 0.852
29 H -3.744 0.001 1.467
30 H -1.178 2.603 1.252
31 H 1.247 2.319 2.011
32 H 1.954 0.052 2.903
33 H 0.309 -1.609 3.332
34 H -2.033 -1.330 2.441

Forces on atoms 1 to 6 (eV/Å):
C -0.9 -0.7 0.1
C 0.2 0.9 -0.9
C 0.3 -0.5 0.4
N -0.6 -0.3 0.4
C -0.8 1.9 0.1
C 1.3 -1.4 -0.5

# 4
DFT (wB97M-V/def2-TZVPD) results for the ion C20H31N2Si with charge +1 in a non-equilibrium geometry.

Its charge is +1. Its structure (SMILES) is C[Si](C)(CCCCCCCC[n+]1ccccn1)c1ccccc1.

Element x y z (Å)
1 C 3.036 -2.531 1.735
2 Si 2.028 -1.428 0.586
3 C 1.123 -0.177 1.670
4 C 0.792 -2.429 -0.430
5 C -0.074 -3.429 0.384
6 C -1.566 -3.204 0.080
7 C -2.129 -2.127 1.025
8 C -3.259 -1.262 0.424
9 C -2.855 0.219 0.393
10 C -3.969 1.213 0.749
11 C -3.390 2.529 1.257
12 N -2.294 3.027 0.381
13 C -2.517 3.201 -0.915
14 C -1.485 3.641 -1.728
15 C -0.265 3.876 -1.146
16 C -0.149 3.663 0.226
17 N -1.144 3.250 0.982
18 C 3.115 -0.525 -0.665
19 C 2.491 0.436 -1.478
20 C 3.215 1.114 -2.453
21 C 4.569 0.840 -2.621
22 C 5.202 -0.104 -1.821
23 C 4.475 -0.785 -0.846
24 H 2.799 -2.329 2.777
25 H 4.095 -2.321 1.615
26 H 2.850 -3.588 1.565
27 H 1.813 0.405 2.278
28 H 0.447 -0.683 2.357
29 H 0.533 0.520 1.071
30 H 0.180 -1.719 -0.987
31 H 1.389 -2.961 -1.169
32 H 0.179 -4.431 0.053
33 H 0.107 -3.331 1.450
34 H -2.118 -4.132 0.217
35 H -1.694 -2.903 -0.956
36 H -2.477 -2.608 1.936
37 H -1.289 -1.497 1.299
38 H -3.428 -1.600 -0.594
39 H -4.198 -1.414 0.948
40 H -2.510 0.450 -0.617
41 H -2.025 0.405 1.071
42 H -4.655 1.383 -0.079
43 H -4.563 0.808 1.564
44 H -2.961 2.404 2.242
45 H -4.152 3.304 1.279
46 H -3.495 2.993 -1.310
47 H -1.636 3.786 -2.785
48 H 0.578 4.219 -1.722
49 H 0.800 3.837 0.706
50 H 1.436 0.633 -1.339
51 H 2.714 1.837 -3.081
52 H 5.112 1.370 -3.389
53 H 6.250 -0.321 -1.954
54 H 4.966 -1.526 -0.234

Forces on atoms 1 to 6 (eV/Å):
C -0.2 0.3 -0.2
Si 0.1 -0.2 0.1
C 0.0 0.0 -0.2
C 0.4 0.1 0.7
C -0.4 0.4 -1.3
C 0.0 -0.1 0.9

Number 1: LUMO level 0.0061 hartree, orbital gap 0.297 Eh. Number 2: LUMO level 0.0168 hartree, orbital gap 0.370 Eh. Number 3: LUMO level 0.0318 hartree, orbital gap 0.314 Eh. Number 4: LUMO level -0.1768 hartree, orbital gap 0.237 Eh.